Entry from the OMol25 dataset: a molecular structure, C32H47N7O3SSr (ωB97M-V with the def2-TZVPD basis set).

ORCA input file:
```
! wB97M-V def2-TZVPD RIJCOSX def2/J DEFGRID3
* xyz 2 1
Sr 0.07787 1.10816 -0.06248
C 6.38201 4.83737 -1.84186
C 5.25930 3.85386 -1.65734
C 5.30011 2.58194 -2.16178
C 4.23627 1.66653 -1.98327
C 4.38044 0.37487 -2.52797
N 3.52299 -0.59806 -2.39597
C 3.69217 -1.92723 -2.97958
C 2.36900 -2.48996 -3.51029
C 1.65963 -3.43685 -2.53813
N 1.53013 -2.86454 -1.20644
C 2.05540 -3.36893 -0.12497
C 1.93994 -2.81717 1.16566
C 2.48631 -3.53596 2.25549
C 2.37679 -3.09353 3.54615
C 2.94392 -3.85121 4.71560
C 1.67407 -1.89210 3.74266
C 1.13288 -1.13084 2.72368
C 0.38450 0.06635 3.10780
N -0.15448 0.91210 2.32274
C -0.87044 2.03664 2.92544
C -0.10727 3.36304 2.79528
C -0.01883 3.96365 1.38494
N 0.92226 3.24889 0.52110
C 1.94611 3.88424 0.10674
C 3.03150 3.36067 -0.72161
C 4.10627 4.20476 -0.93664
C 3.04566 2.03790 -1.27833
O 2.06280 1.22463 -1.17183
C 1.27755 -1.56296 1.36363
O 0.83894 -0.88135 0.37683
H 7.21502 4.38371 -2.37529
H 6.75222 5.19334 -0.87997
H 6.05188 5.70721 -2.41093
H 6.17321 2.25047 -2.71446
H 5.27732 0.15315 -3.10074
H 2.69791 -0.35667 -1.83714
H 4.11812 -2.59719 -2.22763
H 4.42071 -1.84002 -3.78377
H 2.55810 -3.04992 -4.42583
H 1.70888 -1.66323 -3.78181
H 2.21563 -4.37066 -2.44738
H 0.66420 -3.67350 -2.91417
H 0.95401 -2.03325 -1.04814
H 2.60947 -4.29683 -0.24527
H 2.99658 -4.47126 2.04877
H 3.52033 -4.71194 4.38222
H 2.14949 -4.21247 5.37006
H 3.59943 -3.21647 5.31222
H 1.54441 -1.53954 4.76209
H 0.27934 0.19954 4.19166
H -1.06962 1.84691 3.98506
H -1.83279 2.13659 2.41495
H 0.89915 3.24156 3.20394
H -0.62202 4.09226 3.42374
H 0.26018 5.01871 1.47202
H -1.00675 3.91390 0.91774
H 2.07607 4.93200 0.40320
H 4.05663 5.20471 -0.51519
C -3.90329 3.94733 -0.50456
N -4.20901 2.56408 -0.14817
C -5.57391 2.17314 0.21189
C -3.24466 1.66141 -0.14216
O -2.05769 1.89665 -0.41661
H -4.81942 4.45063 -0.79815
H -3.20150 3.96555 -1.33514
H -3.46306 4.47874 0.34028
H -6.21017 3.05185 0.18313
H -5.61165 1.76148 1.21975
H -5.96833 1.44175 -0.49288
H -3.57015 0.64805 0.12625
C -3.29838 -2.48244 1.76492
N -4.12220 -2.31927 0.57706
C -5.55420 -2.27280 0.85311
C -3.59773 -2.06687 -0.63639
S -1.97954 -1.59855 -0.83288
N -4.44247 -2.18066 -1.69895
C -5.30001 -3.35931 -1.84309
C -4.07150 -1.59899 -2.98047
H -3.70102 -3.29948 2.36432
H -3.31161 -1.56926 2.36629
H -2.27544 -2.70437 1.48207
H -5.70524 -1.71476 1.77792
H -5.97928 -3.26809 0.98963
H -6.07971 -1.76721 0.04766
H -5.32630 -3.94068 -0.92819
H -4.89627 -3.99657 -2.63358
H -6.31597 -3.07198 -2.11451
H -3.61160 -0.62544 -2.83602
H -4.98000 -1.48530 -3.57123
H -3.36955 -2.23462 -3.52651
*
```

HOMO energy: -12.561 eV
HOMO-LUMO gap: 7.460 eV

Entry from the OMol25 dataset: a single C4H8O3 molecule (ωB97M-V with the def2-TZVPD basis set).

ORCA input file:
```
! wB97M-V def2-TZVPD RIJCOSX def2/J DEFGRID3
* xyz 0 1
C -2.33509 0.37702 -0.66946
O -1.92563 -0.81664 -0.03672
C -0.69253 -0.72189 0.60239
C 0.44210 -0.47378 -0.38619
O 0.39497 -0.70731 -1.56844
O 1.50829 0.05980 0.22933
C 2.59054 0.38424 -0.64647
H -3.20448 0.11918 -1.27588
H -1.56007 0.77782 -1.33492
H -2.61696 1.14705 0.06447
H -0.66382 0.05784 1.38006
H -0.51704 -1.68581 1.09390
H 2.94226 -0.50619 -1.17329
H 2.26597 1.12316 -1.38508
H 3.37324 0.79559 -0.00966
*
```

HOMO energy: -10.060 eV
SMILES: COCC(=O)OC
HOMO-LUMO gap: 10.922 eV

Entry from the OMol25 dataset: a single C3H5NO3 molecule (ωB97M-V with the def2-TZVPD basis set).

ORCA input file:
```
! wB97M-V def2-TZVPD RIJCOSX def2/J DEFGRID3
* xyz 0 1
C -0.39365 -0.64167 0.19597
C 2.28347 -0.34636 -0.16501
C -1.81877 -0.80098 0.23683
N 0.10134 0.56130 0.09535
O 1.54054 0.75832 0.06666
O 3.52323 -0.23269 -0.06861
O -2.58032 0.42605 -0.08233
H -2.12560 -1.51244 -0.52539
H -2.29453 -1.15217 1.15692
H -0.24157 1.44618 -0.08144
H 4.09738 0.68122 0.12342
H -2.09152 0.81325 -0.95236
*
```

HOMO energy: -8.213 eV
HOMO-LUMO gap: 8.779 eV

Entry from the OMol25 dataset: a molecular structure, C2H2N2O3 (ωB97M-V with the def2-TZVPD basis set).

ORCA input file:
```
! wB97M-V def2-TZVPD RIJCOSX def2/J DEFGRID3
* xyz 0 1
C 0.31832 0.13397 0.02580
C -1.76722 -0.23872 0.13290
N 1.53326 0.76273 -0.08066
N 0.84209 -1.04381 0.22450
O -0.87325 0.72433 -0.13995
O -2.92804 -0.10329 0.21580
O 2.10134 -0.50528 -0.00177
H -1.13700 -1.27032 0.34057
H 1.91051 1.54038 -0.71718
*
```

HOMO energy: -10.308 eV
HOMO-LUMO gap: 10.900 eV

Entry from the OMol25 dataset: 2 unconnected molecules or ions with the total composition C3H8O2S (ωB97M-V with the def2-TZVPD basis set).

ORCA input file:
```
! wB97M-V def2-TZVPD RIJCOSX def2/J DEFGRID3
* xyz 0 1
C 0.63029 -1.12698 1.36552
C -0.63423 -0.68318 0.64490
C -1.20271 0.61916 0.85846
S -1.23721 -1.94700 -0.30551
H 1.42148 -0.29501 1.11213
H 0.48403 -0.83269 2.40487
H 1.07246 -2.09045 1.17807
H -1.33891 1.24626 -0.17083
H -0.59558 1.28700 1.39159
H -2.12795 0.49946 1.22392
O 1.41969 0.95668 -2.92084
O 0.85344 0.39404 -1.79615
H 1.27731 1.88266 -2.84850
H -0.02210 0.09006 -2.13763
*
```

HOMO energy (alpha / beta): -8.422 / -8.422 eV
SMILES: CC(C)=S.OO
HOMO-LUMO gap (alpha / beta): 8.241 / 8.241 eV

Entry from the OMol25 dataset: 2 unconnected molecules or ions with the total composition C2H6F2P (ωB97M-V with the def2-TZVPD basis set).

ORCA input file:
```
! wB97M-V def2-TZVPD RIJCOSX def2/J DEFGRID3
* xyz 1 1
C -0.33224 -0.08596 1.62784
C -0.14352 0.05773 -1.58330
F -0.89034 2.09270 0.03739
F -3.05522 -0.86712 -0.00501
P -0.77338 0.52114 -0.00713
H -0.65224 -1.12816 1.67188
H -0.96986 0.40296 2.34434
H 0.70844 0.11171 1.75587
H 0.76951 0.65211 -1.59805
H -0.62401 0.44614 -2.52112
H 0.00319 -1.04248 -1.56691
*
```

HOMO energy (alpha / beta): -17.846 / -15.609 eV
HOMO-LUMO gap (alpha / beta): 10.289 / 7.909 eV

Entry from the OMol25 dataset: a molecular structure, B4O7 (ωB97M-V with the def2-TZVPD basis set).

ORCA input file:
```
! wB97M-V def2-TZVPD RIJCOSX def2/J DEFGRID3
* xyz -2 1
O -2.67948 -0.68447 -1.80096
O 3.08066 0.92384 0.99990
O -1.47426 0.97914 -0.55694
O -0.51988 -1.29912 -1.01434
O 0.76966 1.45410 0.53344
O 1.61801 -0.88589 0.35116
O -0.65544 -0.45771 1.22937
B -1.65080 -0.33479 -1.16382
B 1.91249 0.53639 0.65081
B -0.56968 0.85787 0.56981
B 0.16871 -1.08935 0.20155
*
```

HOMO energy: -0.990 eV
HOMO-LUMO gap: 7.000 eV

Entry from the OMol25 dataset: a single C7H7N3O2 molecule (ωB97M-V with the def2-TZVPD basis set).

ORCA input file:
```
! wB97M-V def2-TZVPD RIJCOSX def2/J DEFGRID3
* xyz 0 1
O 1.13875 3.64231 -0.25613
C 1.06416 2.42055 -0.19085
N 1.71171 1.72914 0.84043
C 0.95522 0.58495 1.46065
C 0.22423 -0.21843 0.38756
C -0.07609 -1.59622 0.40955
C -1.05184 -2.10619 -0.45569
O -1.38442 -3.33245 -0.12161
C -1.60273 -1.16493 -1.45881
N -1.06476 -0.01813 -1.67829
C -0.13416 0.37895 -0.78088
N 0.40352 1.58505 -1.14876
H 2.29385 2.31466 1.46248
H 1.70011 0.03742 2.09311
H 0.15357 0.87361 2.23902
H 0.52552 -2.03527 1.22032
H -2.29752 -3.62108 -0.18202
H -2.62909 -1.45793 -1.89830
H 0.06996 1.98398 -1.94179
*
```

HOMO energy: -7.973 eV
SMILES: O=C1NCc2cc(O)cnc2N1
HOMO-LUMO gap: 8.498 eV

| no. | maximum force (eV/Å) | E_tot (a.u.) |
| --- | --- | --- |
| 1 | 2.337 | -2285.17097 |
| 2 | 0.522 | -382.91217 |
| 3 | 5.323 | -397.54026 |
| 4 | 4.219 | -412.46577 |
| 5 | 5.487 | -667.60766 |
| 6 | 3.484 | -620.49023 |
| 7 | 4.015 | -626.58126 |
| 8 | 5.060 | -585.67302 |